The following is a quantum chemistry calculation of a 2-piece molecular cluster, C5H13N3 overall in a non-equilibrium geometry, from OMol25.

Results
energy relative to the best compared isomer or geometry (same formula, charge and spin) = 533.3 kJ/mol
calculated total energy = -362.37915 hartree
HOMO level = -7.072 eV
strongest force on any atom = 4.5 eV Å⁻¹

The geometry in ORCA input format:
```
! RIJCOSX wB97M-V def2-TZVPD def2/J DEFGRID3
* xyz 0 1
C 2.206 1.452 -0.885
C 1.375 0.399 -0.183
C -0.012 0.696 0.108
C -1.092 -0.232 -0.191
C -2.440 0.036 -0.265
N -3.341 -1.093 -0.194
N -0.684 -1.566 -0.342
N 3.281 0.349 1.622
H 3.189 0.986 -1.069
H 1.823 1.873 -1.822
H 2.432 2.275 -0.202
H 1.513 -0.519 -0.749
H 2.010 0.223 0.788
H -0.358 1.535 0.705
H -2.826 1.020 -0.038
H -3.490 -1.348 -1.165
H -4.230 -0.957 0.261
H -1.532 -2.115 -0.433
H 0.001 -1.933 0.310
H 4.260 0.168 1.765
H 2.777 0.559 2.469
*
```

Here are the natural (NBO) charges for atoms 1 to 2, given in e: -0.584, -0.493